(1)
Formula: C34H46F3N3O3PbS
Source: the OMol25 dataset
Level of theory: ωB97M-V with the def2-TZVPD basis set

Geometry (Å):
Pb  -0.7665  0.6176  -0.0703
S  -1.5879  3.5636  -2.2840
F  0.7406  2.9962  -3.7046
F  1.0116  4.4891  -2.1630
F  0.0425  5.0111  -4.0310
O  -1.5831  4.4855  -1.1330
O  -0.5880  3.0859  0.8393
O  -1.2099  2.1816  -1.8452
N  -1.4759  -1.4587  -1.4558
N  1.1590  -0.0832  -1.2539
N  0.0277  0.4097  2.1497
C  1.8020  -2.0220  1.8734
C  -3.6171  -1.8018  -2.5899
C  3.1255  1.6768  4.5030
C  2.9617  0.3263  4.2196
C  2.9711  -0.6836  -2.4569
C  4.4288  0.6111  -0.0481
C  3.2833  1.2649  -0.8381
C  0.9939  2.1831  3.4706
C  0.1590  4.0461  -3.0971
C  0.8873  0.8052  3.0055
C  -2.4154  0.0874  -3.8739
C  -0.4440  -1.7233  -2.1859
C  2.4814  2.1534  0.1037
C  0.8185  -1.1197  -2.0991
C  1.8688  -0.1382  3.5352
C  -3.6900  -0.4174  -3.1978
C  -1.7653  -3.1467  1.1699
C  2.1161  2.5694  4.1651
C  -4.1805  0.5666  -2.1343
C  1.6660  -1.6124  3.3400
C  -0.0990  3.1933  3.2436
C  -2.7219  -3.5193  -1.1180
C  -0.3551  -4.3411  -0.5495
C  -4.6592  -2.6626  -2.9116
C  3.8676  2.1341  -1.9628
C  -2.6219  -2.2427  -1.7029
C  2.4508  0.1915  -1.4769
C  -4.7358  -3.9366  -2.3911
C  -0.0158  3.8704  1.8529
C  0.3135  -2.0361  3.9161
C  -1.7783  -4.0537  -0.0596
C  1.9456  -1.5056  -2.8508
C  -3.7792  -4.3430  -1.4844
C  -1.4889  2.6200  3.5090
H  -1.1578  -3.5946  1.9512
H  -5.1468  0.2505  -1.7428
H  3.1272  2.9308  0.5083
H  2.0785  1.5711  0.9255
H  1.0389  4.0876  1.6264
H  0.2091  -3.1161  3.8526
H  1.9756  -2.2955  -3.5752
H  2.4455  -2.1278  3.9145
H  4.5187  1.5556  -2.6118
H  4.0324  0.0306  0.7820
H  1.5926  -3.0818  1.7577
H  5.0812  1.3826  0.3542
H  -1.3560  -2.1679  0.9290
H  -0.3774  -4.8191  -1.5265
H  -2.1954  -5.0183  0.2542
H  3.7032  -0.3791  4.5667
H  -3.8448  -5.3333  -1.0597
H  -0.9493  3.6752  0.1274
H  -1.9111  -0.7158  -4.4053
H  -5.4159  -2.3292  -3.6075
H  -2.6771  0.8625  -4.5928
H  0.2441  -3.4377  -0.6138
H  -3.4724  0.6185  -1.3099
H  -4.4632  -0.4668  -3.9733
H  0.1357  -5.0213  0.1438
H  0.2389  -1.7457  4.9632
H  -4.2762  1.5615  -2.5614
H  2.8103  -1.8299  1.5140
H  -0.5506  4.8259  1.9119
H  3.9998  2.0183  5.0343
H  -2.7749  -3.0153  1.5539
H  0.0725  4.0015  3.9664
H  -0.4959  -1.5672  3.3622
H  1.6619  2.6236  -0.4296
H  2.2112  3.5997  4.4782
H  -1.7318  0.5216  -3.1539
H  3.9808  -0.6925  -2.8151
H  4.4398  2.9549  -1.5372
H  1.1034  -1.4586  1.2599
H  3.0638  2.5455  -2.5650
H  -1.6878  1.7923  2.8330
H  -0.5184  -2.4985  -2.9514
H  -1.5463  2.2606  4.5357
H  -5.5380  -4.5995  -2.6766
H  5.0223  -0.0447  -0.6795
H  -2.2413  3.3894  3.3570

## Properties
* M: 841.02 g/mol
* energy: -70851.418 eV
* frontier orbital gap (spin up / spin down): 0.212 / 0.181 hartree
* total charge: 0
* LUMO (spin up / spin down): -0.0640 / -0.0949 Ha
* HOMO (spin up / spin down): -7.507 / -7.508 eV
* max |F|: 1.7 eV/Å

Atom charges from the Mulliken analysis, given in e for atoms 1 to 6: 2.091, 0.127, -0.245, -0.251, -0.276, -0.752

(2)
Formula: C34H46N3O4
Source: the OMol25 dataset
Level of theory: ωB97M-V with the def2-TZVPD basis set

Geometry (Å):
O  -3.4698  6.7354  -2.7160
O  -1.0011  4.1926  -0.3318
O  -6.5353  3.5928  -1.2341
O  -5.9188  6.0681  -1.9624
N  0.8145  2.8308  -0.7560
N  -1.1242  -1.6521  2.4903
N  -0.2126  0.8641  -1.1440
C  -3.3798  -1.7176  1.7891
C  -0.4628  -0.4374  -1.3808
C  1.9000  0.8508  0.2050
C  -5.9597  6.7345  -0.6696
C  -4.3403  2.7541  -1.9702
C  -1.9976  -2.3503  1.5731
C  1.3864  -3.7091  -1.8107
C  -2.8063  4.3762  -2.9139
C  -1.9957  2.0184  -2.5144
C  3.3817  -5.6542  -2.2948
C  2.2498  -3.0227  2.2775
C  1.9901  1.3391  -2.2762
C  -7.0239  2.2726  -0.9269
C  -0.5181  3.1331  -0.7180
C  0.5447  -1.3932  -1.4345
C  -5.0046  5.0782  -2.1642
C  -3.2374  -0.6745  2.9079
C  0.8978  -2.7692  1.7293
C  2.7653  -3.3664  -1.7637
C  -3.7157  5.4048  -2.6473
C  2.3898  -1.9843  3.4355
C  0.9960  -1.3782  3.6958
C  3.7455  -4.3371  -1.9747
C  -3.0790  3.0780  -2.4775
C  0.3381  -2.7691  -1.4881
C  1.1368  1.4313  -0.9945
C  1.8486  3.8089  -0.4920
C  -5.3085  3.7490  -1.7879
C  1.0427  -5.0255  -2.2233
C  2.0237  -5.9874  -2.4378
C  -1.7860  -0.7309  3.3964
C  -1.2778  1.8746  -1.1573
C  -2.1813  7.1965  -3.1651
C  0.1775  -1.9466  2.5679
H  2.7761  -2.4629  4.3403
H  -8.0578  2.4321  -0.6193
H  1.3336  1.0335  1.1281
H  0.4850  -3.3160  0.8893
H  4.8001  -4.0546  -1.9141
H  1.5039  1.8970  -3.0887
H  2.1291  0.3065  -2.6023
H  2.2989  -4.0392  2.6984
H  -1.2349  2.2547  -3.2835
H  -3.9220  -0.8735  3.7354
H  -1.4981  -0.7003  -1.6038
H  1.5708  -1.0494  -1.4438
H  -6.4491  1.8277  -0.1040
H  -6.2014  6.0082  0.1092
H  2.0487  -0.2268  0.1140
H  3.0696  -2.3294  -1.5873
H  -2.4337  1.0329  -2.7589
H  2.4191  3.5311  0.4025
H  -1.6422  -2.2403  0.5360
H  3.0592  -2.9489  1.5442
H  1.3904  4.7880  -0.3468
H  -1.3080  0.2633  3.3727
H  -2.0090  -3.4354  1.7833
H  -2.0391  1.6458  -0.3900
H  -1.9215  6.7690  -4.1422
H  2.9761  1.7772  -2.0739
H  3.0757  -1.1783  3.1499
H  -1.4060  6.9470  -2.4291
H  -3.7010  -1.2497  0.8550
H  -1.7263  -1.0770  4.4441
H  1.7360  -6.9956  -2.7399
H  0.5940  -1.6956  4.6737
H  -0.6868  -3.1394  -1.4976
H  -5.0003  7.2183  -0.4738
H  -4.5641  1.7164  -1.7019
H  2.8853  1.3312  0.2648
H  -6.7530  7.4713  -0.7736
H  -2.2934  8.2779  -3.2476
H  -6.9908  1.6119  -1.8040
H  -4.0981  -2.4968  2.0546
H  2.5475  3.8466  -1.3365
H  -0.0121  -5.2451  -2.3863
H  -1.8506  4.6064  -3.3965
H  -3.4369  0.3308  2.5276
H  4.1545  -6.4121  -2.4444
H  1.0175  -0.2744  3.6993

## Properties
* M: 560.76 g/mol
* energy: -48656.562 eV
* frontier orbital gap: 0.177 hartree
* total charge: +1
* LUMO: -0.1746 Ha
* HOMO: -9.576 eV
* max |F|: 2.6 eV/Å

Atom charges from the Mulliken analysis, given in e for atoms 1 to 6: -0.412, -0.695, -0.429, -0.558, 0.397, 0.284